*a*
24
Properties=species:S:1:pos:R:3:nbo_charge:R:1 method="wB97M-V/def2-TZVPD" homo_energy_ha=-0.31436 smiles=Cc1ncn(C(C)(C)C)c1Cl homo_lumo_gap_ev=9.3 multiplicity=1
C -0.7628 1.7746 -0.0504 0.205
C -2.5913 0.7307 0.1609 0.101
C -1.6785 -0.2500 0.0630 0.025
C -4.1070 0.4782 0.1128 -0.625
C 2.0370 0.7703 0.2406 -0.604
C 1.1213 -0.9602 -1.3395 -0.618
C 0.9503 -1.2610 1.1792 -0.629
C 0.9101 -0.2510 -0.0157 0.137
N -2.0307 1.9640 0.0147 -0.462
N -0.4150 0.4381 -0.0360 -0.377
Cl -1.6873 -1.9407 -0.1181 0.042
H 0.0413 2.4593 0.0699 0.189
H -4.4964 0.7309 1.1436 0.221
H -4.5673 1.1355 -0.5377 0.222
H -4.0913 -0.5223 -0.2257 0.218
H 1.7169 1.6355 0.6386 0.210
H 2.8542 0.3528 0.7649 0.221
H 2.4099 1.0796 -0.7064 0.210
H 0.2634 -1.5127 -1.7461 0.232
H 1.4103 -0.1648 -2.1368 0.208
H 1.9635 -1.7074 -1.2259 0.218
H 0.4277 -2.2313 1.0269 0.223
H 1.8958 -1.4760 1.6106 0.214
H 0.4277 -0.8688 1.9715 0.217

=====

*b*
24
Properties=species:S:1:pos:R:3:nbo_charge:R:1 method="wB97M-V/def2-TZVPD" homo_energy_ha=-0.29623 homo_lumo_gap_ev=7.2 multiplicity=1
C 3.9933 -0.9590 -0.3679 -0.109
C 3.0757 -0.0436 -0.8505 -0.109
C 2.6308 -0.4586 1.1970 0.114
C -3.1165 0.7361 -0.4041 -0.606
C -1.2464 -0.9985 -0.5881 -0.565
C -1.4838 0.2649 1.4098 -0.575
C -0.6147 1.1961 -0.7283 -0.003
C -1.6300 0.4398 -0.0636 -0.265
N 3.7220 -1.1892 0.8950 -0.457
N 2.2556 0.3165 0.1421 -0.555
Cl -0.8617 2.0395 -2.1113 0.118
H 4.9210 -1.1109 -0.8074 0.197
H 3.0585 0.4130 -1.8560 0.203
H -3.6704 0.0543 0.1678 0.211
H -3.2517 0.6352 -1.4298 0.214
H -3.2487 1.6500 0.0949 0.211
H -2.0398 -1.8106 -0.5064 0.238
H -0.3906 -1.2607 -0.0596 0.223
H -0.9985 -1.0058 -1.6641 0.217
H -0.5124 0.3976 1.7157 0.220
H -2.2107 0.9354 2.0221 0.210
H -1.8634 -0.7470 1.6721 0.217
H 2.1428 -0.3960 2.1837 0.192
H 1.3399 0.9014 -0.0631 0.459

=====

Stability ranking, top and bottom: *a* is the most stable and *b* is the least stable.

=====

*a*
11
Properties=species:S:1:pos:R:3:nbo_charge:R:1 method="wB97M-V/def2-TZVPD" homo_energy_ha="-0.34425 / -0.34154" homo_lumo_gap_ev="8.0 / 7.8" multiplicity=1
C -1.2864 -0.5100 -0.0064 0.543
C 1.3140 -0.4968 0.0487 0.554
C -1.2406 0.9443 -0.0230 0.097
C 1.2873 0.9235 0.0270 0.041
N -0.0492 -1.1368 0.0638 -0.631
O -2.2752 -1.2509 -0.0662 -0.595
O 2.2648 -1.2700 -0.0132 -0.560
O 0.0224 1.4349 -0.0344 -0.363
H -1.8986 1.7278 -0.2374 0.217
H 1.9883 1.8309 -0.0277 0.245
H -0.1268 -2.1971 0.2687 0.452

=====

*b*
11
Properties=species:S:1:pos:R:3:nbo_charge:R:1 method="wB97M-V/def2-TZVPD" homo_energy_ha=-0.39525 smiles="N#CC(O)(C=O)C=O" homo_lumo_gap_ev=10.7 multiplicity=1
C -0.0226 0.2876 0.1195 -0.062
C -1.4417 -0.2041 -0.1335 0.448
C 0.8441 -0.9645 -0.1550 0.442
C 0.5234 1.2610 -0.7983 0.234
H 0.7840 0.3725 1.8883 0.507
H -2.1302 0.0247 0.7337 0.156
H 0.8400 -1.3686 -1.2411 0.172
N 0.9674 2.0601 -1.4685 -0.255
O -0.0358 0.6439 1.4265 -0.670
O -1.7275 -0.7222 -1.1690 -0.479
O 1.3991 -1.3904 0.7974 -0.494

=====

*c*
11
Properties=species:S:1:pos:R:3:nbo_charge:R:1 method="wB97M-V/def2-TZVPD" homo_energy_ha=-0.36891 smiles="O=Cc1nocc1O" homo_lumo_gap_ev=9.6 multiplicity=1
C 0.7262 0.3792 0.0297 0.217
C 1.5712 -0.5994 0.2021 -0.053
C -0.6533 -0.2421 -0.1825 -0.054
C -2.0231 0.2283 -0.0108 0.367
H 1.7901 1.7069 -0.4413 0.495
H 2.6875 -0.8232 0.6855 0.249
H -2.3185 1.3262 -0.3721 0.136
N -0.3847 -1.4915 -0.2807 -0.004
O 0.9235 1.6376 0.0445 -0.631
O 0.8257 -1.8321 0.0644 -0.243
O -3.1446 -0.2899 0.2612 -0.480

=====

Stability ranking, top and bottom: *b* is the most stable and *c* is the least stable.

=====

*a*
69
Properties=species:S:1:pos:R:3:mulliken_spin:R:1 method="wB97M-V/def2-TZVPD" homo_energy_ha="-0.25624 / -0.25369" homo_lumo_gap_ev="6.2 / 6.1" multiplicity=2
Ru -0.4386 1.0979 1.0688 0.834
O 3.1929 5.3222 2.5953 0.000
C 2.5742 5.6468 1.4263 0.001
C 2.7145 6.9059 0.8499 0.000
C 2.0749 7.2121 -0.3387 0.000
C 1.2801 6.2648 -0.9647 -0.002
C 1.1331 5.0144 -0.3864 0.003
C 1.7832 4.6881 0.7960 0.002
C 1.5755 3.3018 1.3810 -0.013
O 0.2638 2.9420 1.3355 0.136
N 2.4005 2.3458 0.6153 0.004
N 2.0458 1.0688 0.8001 -0.004
C 2.4259 0.1718 -0.0424 0.001
C 2.2466 -1.2491 0.1551 0.002
Br 1.4112 -1.7517 1.8016 -0.003
C 2.6009 -2.1840 -0.7336 -0.003
C 2.4774 -3.6391 -0.5436 0.001
C 3.1372 -4.2793 0.5035 0.000
C 3.0235 -5.6494 0.6719 0.000
C 2.2240 -6.3935 -0.1830 0.000
C 1.5564 -5.7641 -1.2230 0.000
C 1.6930 -4.3983 -1.4090 0.000
H 3.6131 6.1052 2.9630 0.000
H 3.3244 7.6546 1.3443 0.000
H 2.1786 8.2055 -0.7548 0.000
H 0.7744 6.5069 -1.8896 0.000
H 0.4745 4.2763 -0.8240 -0.002
H 1.9477 3.2801 2.4175 0.023
H 2.6177 2.6284 -0.3377 -0.001
H 2.9345 0.4604 -0.9666 -0.001
H 3.0027 -1.8376 -1.6822 0.000
H 3.7630 -3.7038 1.1720 0.000
H 3.5551 -6.1337 1.4805 0.000
H 2.1317 -7.4632 -0.0513 0.000
H 0.9228 -6.3335 -1.8902 0.000
H 1.1713 -3.9080 -2.2220 0.000
N -2.3899 -1.1480 4.2570 0.001
C -1.8582 -0.6181 3.1383 0.003
S -0.8811 0.8399 3.3456 0.043
N -2.1020 -1.1593 1.9843 -0.006
N -1.5895 -0.5468 0.9167 -0.008
C -1.8873 -0.9997 -0.2892 -0.006
C -2.7117 -2.1980 -0.5156 0.011
C -2.3222 -3.1317 -1.4810 0.000
C -3.1017 -4.2435 -1.7475 0.000
C -4.2855 -4.4465 -1.0546 0.000
C -4.6699 -3.5402 -0.0774 0.000
C -3.8912 -2.4284 0.1952 0.000
C -1.3594 -0.2118 -1.3706 -0.015
C -1.7363 -0.3604 -2.7176 0.002
C -1.2252 0.4804 -3.6741 -0.002
C -0.3238 1.4766 -3.2965 -0.002
C -0.0128 1.5918 -1.9611 -0.015
N -0.5099 0.7932 -1.0196 0.046
H -2.0660 -0.7944 5.1390 0.001
H -2.7808 -2.0739 4.2136 0.000
H -1.3827 -2.9963 -2.0012 -0.001
H -2.7785 -4.9610 -2.4906 0.000
H -4.9064 -5.3050 -1.2733 0.000
H -5.5856 -3.6987 0.4762 0.000
H -4.2035 -1.7236 0.9490 0.000
H -2.4603 -1.1180 -2.9743 -0.001
H -1.5309 0.3952 -4.7078 0.000
H 0.0977 2.1595 -4.0190 0.001
H 0.6708 2.3586 -1.6194 0.000
O -3.0059 2.4305 2.8822 -0.002
C -2.9853 2.7858 1.7026 -0.001
O -2.4045 2.3093 0.6805 -0.026
H -3.6277 3.6713 1.4759 -0.003

=====

*b*
69
Properties=species:S:1:pos:R:3:mulliken_spin:R:1 method="wB97M-V/def2-TZVPD" homo_energy_ha="-0.28756 / -0.28341" homo_lumo_gap_ev="7.5 / 7.2" multiplicity=2
Ru -0.0268 -0.3997 0.0014 0.853
O -2.1140 1.1926 3.5557 0.003
C -2.4345 2.4455 3.1666 0.002
C -2.9467 3.3078 4.1364 -0.001
C -3.2902 4.6082 3.8187 0.000
C -3.1354 5.0758 2.5181 0.000
C -2.6392 4.2143 1.5542 0.003
C -2.2762 2.9027 1.8511 0.003
C -1.8001 1.9919 0.7315 -0.013
O -1.3979 0.7452 1.1290 0.036
N -0.6953 2.6557 0.0348 -0.005
N -0.0309 1.8659 -0.8016 0.012
C 0.6524 2.3560 -1.7633 0.002
C 1.5149 1.5198 -2.5946 -0.001
Br 2.3437 0.1214 -1.6381 0.027
C 1.7999 1.6968 -3.8802 -0.002
C 1.1526 2.6833 -4.7682 0.001
C -0.1901 3.0390 -4.6429 0.000
C -0.7617 3.9612 -5.5081 0.000
C 0.0018 4.5456 -6.5093 0.001
C 1.3325 4.1778 -6.6606 0.000
C 1.8982 3.2483 -5.8032 0.001
H -1.7172 0.7541 2.7622 -0.009
H -3.0554 2.9248 5.1434 0.000
H -3.6785 5.2631 4.5888 0.000
H -3.3971 6.0937 2.2622 0.000
H -2.5569 4.5735 0.5316 0.000
H -2.6344 1.9051 0.0065 0.004
H -0.7823 3.6334 -0.2116 0.001
H 0.6491 3.4276 -1.9660 0.000
H 2.5662 1.0755 -4.3289 -0.001
H -0.8030 2.5631 -3.8867 0.000
H -1.8096 4.2136 -5.4085 0.000
H -0.4412 5.2715 -7.1789 0.000
H 1.9277 4.6129 -7.4530 0.000
H 2.9367 2.9627 -5.9241 0.000
N 1.5149 -1.8983 3.8277 0.001
C 0.8263 -1.5280 2.7241 0.006
S 1.5454 -0.2909 1.7527 0.021
N -0.3123 -2.1085 2.5113 0.007
N -0.9001 -1.7484 1.3334 -0.022
C -2.1615 -1.9469 1.2032 0.004
C -3.0440 -2.4721 2.2727 0.000
C -4.2018 -1.7610 2.5746 -0.001
C -5.0250 -2.1704 3.6136 0.000
C -4.7047 -3.3032 4.3460 0.000
C -3.5656 -4.0335 4.0280 0.000
C -2.7325 -3.6164 3.0027 -0.001
C -2.7302 -1.5728 -0.1016 -0.009
C -3.9395 -2.0539 -0.5713 0.003
C -4.3719 -1.6639 -1.8273 0.000
C -3.5865 -0.8104 -2.5801 -0.003
C -2.3818 -0.3910 -2.0476 -0.005
N -1.9825 -0.7556 -0.8324 0.027
H 2.2941 -1.3472 4.1349 0.001
H 1.0811 -2.5447 4.4630 0.000
H -4.4457 -0.8671 2.0124 0.000
H -5.9137 -1.6002 3.8511 0.000
H -5.3409 -3.6188 5.1630 0.000
H -3.3229 -4.9307 4.5828 0.000
H -1.8472 -4.1835 2.7532 0.000
H -4.5147 -2.7366 0.0368 0.000
H -5.3127 -2.0311 -2.2155 0.000
H -3.8850 -0.4882 -3.5675 0.000
H -1.7135 0.2550 -2.6011 0.003
O -1.3516 -3.1595 -2.0721 0.005
C -0.2775 -3.1040 -1.5070 -0.011
O 0.3846 -2.0491 -1.1332 0.057
H 0.2655 -4.0387 -1.2916 0.003

=====

Stability ranking, top and bottom: *b* is the most stable and *a* is the least stable.

=====

*a*
13
Properties=species:S:1:pos:R:3:nbo_charge:R:1 method="wB97M-V/def2-TZVPD" homo_energy_ha="-0.51676 / -0.45225" charge=+1 homo_lumo_gap_ev="7.8 / 7.2" multiplicity=1
C 0.7223 -1.8479 0.3961 -0.370
C -0.5568 -1.9424 -0.0338 0.103
C 0.9851 -0.4940 0.2998 0.228
C -0.0800 0.2840 -0.1270 -0.021
C 1.9556 2.9512 0.2445 0.341
C -0.0966 1.6831 -0.1895 -0.027
N 0.9186 2.4097 0.0891 -0.232
N -1.0419 -0.7391 -0.4486 -0.486
H 1.2878 -2.7153 0.6236 0.270
H -0.9960 -2.8286 -0.3011 0.236
H 2.7641 3.6075 0.0323 0.282
H -1.0122 2.1286 -0.3428 0.245
H -1.9577 -0.3870 -0.5599 0.431

=====

*b*
13
Properties=species:S:1:pos:R:3:nbo_charge:R:1 method="wB97M-V/def2-TZVPD" homo_energy_ha=-0.56472 charge=+1 homo_lumo_gap_ev=7.4 multiplicity=1
C -1.2044 -0.5173 -2.3270 -0.355
C -1.0427 -1.0017 -3.4756 0.328
C -0.1694 1.6129 0.4069 -0.239
C -0.8125 1.5262 -0.7860 -0.107
C 0.4379 0.3141 0.6870 0.274
C -0.7253 0.0969 -1.2323 0.242
N 0.7456 -1.8820 -0.3022 -0.563
N 0.1165 -0.4771 -0.2370 -0.174
H 0.0047 2.5688 0.8575 0.279
H -1.4497 2.1996 -1.2786 0.269
H 0.8964 0.0714 1.6341 0.282
H -0.1022 -2.4198 -0.3877 0.375
H 1.2365 -2.1152 -1.0893 0.389

=====

Stability ranking, top and bottom: *a* is the most stable and *b* is the least stable.